{
  "formula": "C10H12BiN2O5",
  "method": "wB97M-V/def2-TZVPD",
  "species": ["O", "C", "Bi", "O", "C", "C", "O", "C", "O", "C", "N", "C", "C", "C", "N", "C", "C", "O", "H", "H", "H", "H", "H", "H", "H", "H", "H", "H", "H", "H"],
  "coordinates": [[-2.202, 1.288, -1.530], [-1.624, 0.579, -0.813], [-0.413, 0.356, 1.163], [-0.243, -2.468, -4.232], [-0.496, -2.153, -3.164], [-1.976, -1.079, 2.439], [-2.581, -1.516, 3.311], [0.706, -1.442, 0.205], [1.531, -2.254, 0.186], [2.516, 2.941, -2.473], [2.838, 3.312, -1.116], [3.954, 4.218, -0.986], [4.074, 4.741, 0.423], [3.833, 3.647, 1.429], [2.531, 3.075, 1.184], [1.865, 2.387, 2.286], [2.166, 2.732, -0.086], [1.238, 1.897, -0.320], [3.387, 2.492, -2.970], [2.228, 3.836, -3.038], [1.690, 2.233, -2.477], [4.887, 3.693, -1.259], [3.816, 5.023, -1.723], [3.333, 5.529, 0.592], [5.075, 5.165, 0.540], [3.801, 4.053, 2.445], [4.629, 2.883, 1.366], [2.058, 1.300, 2.292], [2.240, 2.770, 3.244], [0.783, 2.571, 2.206]],
  "total_charge": 3,
  "total_energy_ev": -29587.0079,
  "homo_energy_ev": [-21.018, -18.821],
  "orbital_gap_ha": [0.305, 0.170],
  "de_lowest_kj_mol": 0.0
}

{
  "formula": "C2H8S2",
  "method": "wB97M-V/def2-TZVPD",
  "species": ["C", "C", "S", "H", "H", "H", "H", "H", "H", "S", "H", "H"],
  "coordinates": [[0.578, -0.683, -3.246], [1.089, -0.297, -1.822], [0.573, -1.388, -0.217], [0.682, 0.229, -3.820], [-0.456, -0.885, -3.077], [0.920, -1.591, -3.648], [2.187, -0.382, -1.869], [0.686, 0.604, -1.555], [-0.602, -2.048, -0.790], [-1.263, 1.728, 2.793], [-1.026, 3.044, 2.551], [-1.353, 1.476, 1.398]],
  "total_energy_ev": -23872.9973,
  "homo_energy_ev": -9.140,
  "orbital_gap_ha": 0.365,
  "de_lowest_kj_mol": 110.9,
  "smiles": "CCS.S"
}

{
  "formula": "C46H43FN3O4PPtS",
  "method": "wB97M-V/def2-TZVPD",
  "species": ["Pt", "F", "C", "C", "C", "C", "O", "C", "C", "N", "C", "C", "C", "C", "C", "C", "N", "C", "C", "N", "C", "C", "C", "O", "O", "H", "H", "H", "H", "H", "H", "H", "H", "H", "H", "H", "H", "H", "H", "H", "H", "H", "H", "C", "C", "C", "C", "C", "C", "P", "C", "C", "C", "C", "C", "C", "C", "C", "C", "C", "C", "C", "C", "C", "C", "C", "H", "H", "H", "H", "H", "H", "H", "H", "H", "H", "H", "H", "H", "H", "H", "H", "S", "C", "C", "C", "C", "C", "C", "H", "H", "H", "H", "H", "C", "O", "H", "H", "H", "H"],
  "coordinates": [[0.974, 2.208, 0.680], [-2.035, -3.943, 1.241], [-0.990, -3.623, 0.452], [-0.464, -2.368, 0.539], [0.657, -2.029, -0.227], [1.238, -0.694, -0.107], [0.682, 0.103, 0.700], [2.384, -0.430, -0.894], [2.867, -1.425, -1.705], [2.315, -2.636, -1.855], [2.931, -3.603, -2.743], [3.443, -3.138, -4.068], [2.210, -3.988, -4.004], [1.206, -2.980, -1.093], [0.628, -4.252, -1.186], [-0.466, -4.597, -0.415], [-0.997, -5.908, -0.536], [-2.404, -6.156, -0.240], [-2.749, -7.582, -0.707], [-1.726, -8.016, -1.714], [-0.373, -8.187, -1.071], [-0.165, -7.021, -0.093], [3.206, 0.847, -0.898], [4.323, 0.791, -1.374], [2.675, 1.939, -0.455], [-0.895, -1.641, 1.217], [3.770, -1.228, -2.267], [3.496, -4.363, -2.218], [4.365, -3.579, -4.419], [3.311, -2.098, -4.329], [2.271, -5.018, -4.326], [1.267, -3.496, -4.199], [1.027, -4.975, -1.883], [-3.009, -5.423, -0.771], [-2.646, -6.086, 0.823], [-3.733, -7.636, -1.165], [-2.702, -8.306, 0.104], [-1.649, -7.286, -2.425], [-2.012, -8.878, -2.179], [0.360, -8.192, -1.875], [-0.366, -9.156, -0.575], [0.882, -6.733, -0.092], [-0.421, -7.325, 0.929], [-0.517, 5.731, 5.199], [-0.947, 6.097, 3.932], [-1.075, 5.142, 2.937], [-0.785, 3.805, 3.215], [-0.362, 3.439, 4.495], [-0.223, 4.404, 5.481], [-0.895, 2.573, 1.905], [-1.440, 1.024, 2.665], [-0.520, 0.254, 3.380], [-0.932, -0.906, 4.014], [-2.256, -1.320, 3.916], [-3.164, -0.576, 3.178], [-2.759, 0.597, 2.554], [-2.071, 3.067, 0.660], [-3.322, 3.581, 0.887], [-4.171, 3.845, -0.206], [-3.753, 3.581, -1.482], [-2.461, 3.064, -1.746], [-1.991, 2.817, -3.059], [-0.719, 2.367, -3.255], [0.158, 2.153, -2.163], [-0.270, 2.373, -0.886], [-1.599, 2.819, -0.653], [-0.415, 6.481, 5.972], [-1.179, 7.131, 3.715], [-1.395, 5.434, 1.946], [-0.159, 2.404, 4.736], [0.101, 4.116, 6.472], [0.521, 0.551, 3.427], [-0.219, -1.491, 4.579], [-2.577, -2.225, 4.414], [-4.193, -0.898, 3.097], [-3.473, 1.172, 1.980], [-3.659, 3.788, 1.896], [-5.156, 4.257, -0.030], [-4.410, 3.781, -2.320], [-2.647, 3.010, -3.899], [-0.351, 2.199, -4.259], [1.183, 1.878, -2.364], [1.278, 4.500, 0.684], [1.562, 4.933, -1.010], [2.798, 4.729, -1.616], [2.975, 5.095, -2.942], [1.934, 5.674, -3.655], [0.707, 5.894, -3.043], [0.518, 5.521, -1.723], [3.605, 4.277, -1.059], [3.935, 4.935, -3.416], [2.084, 5.966, -4.686], [-0.101, 6.358, -3.593], [-0.436, 5.678, -1.235], [3.753, 2.001, 2.285], [2.327, 2.157, 2.514], [4.278, 2.151, 3.226], [4.094, 2.703, 1.527], [3.910, 0.986, 1.934], [2.195, 3.033, 2.905]],
  "total_charge": 2,
  "total_energy_ev": -87137.0916,
  "homo_energy_ev": -12.042,
  "orbital_gap_ha": 0.262,
  "de_lowest_kj_mol": 0.0
}

{
  "formula": "C5H3N",
  "method": "wB97M-V/def2-TZVPD",
  "species": ["C", "C", "C", "C", "C", "N", "H", "H", "H"],
  "coordinates": [[0.055, -1.077, 0.307], [-0.888, -1.857, 0.943], [-1.303, -1.409, 2.049], [-0.433, 0.405, 0.150], [-1.121, 0.796, 1.403], [-1.626, 0.025, 2.227], [1.133, -1.445, 0.324], [0.265, 1.116, -0.060], [-1.241, 0.516, -0.653]],
  "total_energy_ev": -6715.1321,
  "homo_energy_ev": [-7.918, -8.062],
  "orbital_gap_ha": [0.246, 0.254],
  "de_lowest_kj_mol": 539.5
}

{
  "formula": "C3H7N3O",
  "method": "wB97M-V/def2-TZVPD",
  "species": ["C", "N", "C", "N", "C", "N", "O", "H", "H", "H", "H", "H", "H", "H"],
  "coordinates": [[1.117, -1.448, 0.898], [0.296, -1.199, -0.040], [-0.472, -0.017, 0.334], [-1.876, -0.147, 0.575], [-0.163, 1.113, -0.654], [0.994, 0.985, -1.355], [-0.867, 2.107, -0.661], [0.933, -1.123, 1.931], [2.048, -1.967, 0.711], [0.093, 0.369, 1.214], [-2.401, 0.605, 0.144], [-2.270, -1.065, 0.440], [1.343, 0.057, -1.541], [1.225, 1.728, -1.995]],
  "total_energy_ev": -9741.5318,
  "homo_energy_ev": -9.080,
  "orbital_gap_ha": 0.359,
  "de_lowest_kj_mol": 144.9,
  "smiles": "C=N[C@H](N)C(N)=O"
}

{
  "formula": "C6H6N",
  "method": "wB97M-V/def2-TZVPD",
  "species": ["C", "C", "C", "C", "C", "C", "N", "H", "H", "H", "H", "H", "H"],
  "coordinates": [[0.950, -1.001, 1.821], [0.079, -1.372, 0.985], [0.711, 1.211, 1.382], [1.509, 0.178, 2.116], [-0.576, -0.506, 0.149], [-0.532, -0.605, -1.400], [-0.207, 0.922, 0.582], [1.079, 2.178, 1.668], [2.455, 0.546, 2.659], [-1.670, -0.497, 0.185], [-0.021, 0.283, -1.713], [-1.437, -0.625, -1.832], [0.122, -1.499, -1.772]],
  "total_charge": 1,
  "total_energy_ev": -7793.9016,
  "homo_energy_ev": [-13.599, -15.698],
  "orbital_gap_ha": [0.284, 0.244],
  "multiplicity": 3,
  "de_lowest_kj_mol": 187.0,
  "s_squared": 2.059
}